(1)
C28H28InN2Si | ωB97M-V with the def2-TZVPD basis set

## Properties
Frontier orbital gap (alpha / beta), eV: 6.7 / 4.4
LUMO energy (alpha / beta), eV: -4.154 / -4.439
Energy above the lowest of the compared OMol25 structures with the same formula, charge and spin, eV: 3.508
Total energy, hartree: -1672.52893
HOMO (alpha / beta), eV: -10.862 / -8.814
Total charge: +1

Structure (XYZ):
```
60
Properties=species:S:1:pos:R:3:forces:R:3:mulliken_charge:R:1
C 0.13686 -0.85288 1.39223 -1.16 1.84 1.54 -0.8611
C 1.40661 -1.06065 0.77924 0.80 0.66 -0.08 -0.4878
C 2.23201 0.05982 1.08027 -0.26 0.85 0.48 -0.8733
H 1.68699 -1.94311 0.20518 0.03 0.31 0.19 0.8608
C 1.48849 0.93100 1.91967 2.11 -0.63 -1.18 -0.5125
C 0.20299 0.36337 2.12201 -1.74 -2.56 -0.91 -0.2477
H -0.58136 0.77569 2.75343 0.21 -0.17 -0.22 0.6518
H -0.72942 -1.51028 1.31354 0.36 0.19 0.14 0.4457
H 3.25064 0.24254 0.74418 -0.28 -0.23 0.15 0.4996
H 1.84841 1.85892 2.35578 -0.05 -0.20 -0.13 0.5797
In -0.58239 2.32617 -1.66730 -0.80 2.15 1.97 0.7523
C 0.46604 1.12827 -2.87406 -0.73 -2.12 -0.47 -0.6644
H 1.41933 0.81682 -2.48536 0.39 0.37 0.17 0.1532
H -0.23427 0.32665 -2.51528 0.75 -0.25 -0.69 -0.3437
H 0.44289 1.04210 -3.95558 -0.05 0.73 0.07 0.6009
Si 0.53793 -2.47527 -2.50762 0.33 0.56 -2.35 0.8014
C -0.54822 -2.64944 -4.04979 -0.61 0.25 0.81 0.3080
C -1.16872 -3.89304 -4.24028 0.17 0.06 -0.40 -0.4566
H -1.04508 -4.66516 -3.47681 0.13 0.03 -0.45 0.3036
C -1.93961 -4.13531 -5.37963 -0.16 0.21 0.02 -0.4602
H -2.33400 -5.13035 -5.57350 -0.01 0.19 0.11 0.3775
C -2.22044 -3.09271 -6.26836 0.30 -0.22 0.34 -0.4820
H -2.83161 -3.28169 -7.15044 0.18 0.10 0.21 0.3837
C -1.72567 -1.81667 -5.99981 0.10 0.19 0.13 -0.5311
H -1.97169 -0.99694 -6.66868 -0.01 -0.07 0.09 0.3772
C -0.90554 -1.58279 -4.89037 -0.06 -0.51 -0.32 0.0577
H -0.55515 -0.57177 -4.66931 -0.01 -0.40 -0.32 0.0102
C 2.29428 -2.05009 -3.04402 0.42 0.78 0.25 0.7555
C 2.84117 -2.82083 -4.08289 0.32 0.24 0.33 -0.7185
H 2.18845 -3.42785 -4.69392 -0.02 -0.34 0.11 0.3769
C 4.20606 -2.78743 -4.36605 0.22 0.25 -0.04 -0.6550
H 4.63267 -3.45203 -5.11193 -0.19 0.08 0.02 0.3710
C 5.04921 -1.87910 -3.72151 -0.37 0.13 0.27 -0.4579
H 6.12260 -1.84237 -3.94220 -0.53 -0.02 0.03 0.3714
C 4.49034 -0.98913 -2.79623 -0.04 0.11 0.01 -0.5798
H 5.11394 -0.19389 -2.36578 -0.28 -0.45 -0.08 0.3712
C 3.13865 -1.08995 -2.43143 0.26 -0.32 -0.44 0.2946
H 2.75958 -0.37489 -1.69241 0.10 -0.50 -0.09 -0.1720
H -0.05991 -1.49072 -1.64584 -0.18 0.41 0.79 -0.1797
H 0.58775 -3.79513 -2.00984 -0.07 -1.15 0.97 -0.2859
C 1.54154 4.70305 1.39185 0.32 -0.35 -1.30 -0.6395
C 0.69667 4.58631 2.50722 -0.93 -0.33 0.34 -0.5986
C -0.53426 3.93728 2.38205 0.60 0.35 0.07 -0.3184
C -0.89125 3.35912 1.15147 -0.32 -0.43 -0.17 0.4151
N -0.04652 3.48281 0.08419 0.45 -0.28 -0.99 -0.2113
C 1.14115 4.14137 0.18082 0.08 0.57 1.16 -0.0912
C -2.07572 2.53662 0.91656 0.37 0.29 0.03 0.4635
C -2.94114 2.09869 1.92720 -0.68 -0.54 0.09 -0.4322
C -3.92086 1.14051 1.65235 0.63 0.79 0.55 -0.4583
C -4.09638 0.70240 0.33063 0.29 0.03 -1.20 -0.6317
C -3.27803 1.21748 -0.66866 -0.74 -0.49 1.12 -0.2122
N -2.26475 2.08312 -0.36540 0.45 -0.51 -0.87 -0.2340
H 2.51674 5.20052 1.44757 -0.52 -0.21 0.04 0.3804
H 1.01422 4.99668 3.47043 -0.24 -0.12 -0.38 0.4100
H -1.23277 3.85042 3.21361 0.38 0.13 -0.12 0.3746
H 1.75225 4.22219 -0.73062 -0.34 -0.11 0.54 0.4011
H -2.79132 2.48418 2.93548 -0.17 -0.25 -0.25 0.3577
H -4.54293 0.73184 2.45271 0.23 0.26 -0.27 0.4317
H -4.85308 -0.04688 0.07197 0.34 0.42 0.11 0.3994
H -3.41977 0.91152 -1.71320 0.25 0.23 0.47 0.4590
```
Forces are in eV/Å.


(2)
C28H28N2O5 | ωB97M-V with the def2-TZVPD basis set

## Properties
Frontier orbital gap, eV: 8.1
LUMO energy, eV: 0.151
SMILES: CCOc1ccc(C(=O)N(Cc2ccc(OC)cc2)Cc2cc3cc(OC)ccc3[nH]c2=O)cc1
Energy above the lowest of the compared OMol25 structures with the same formula, charge and spin, eV: 1.257
Total energy, hartree: -1569.51088
HOMO, eV: -7.934
Total charge: 0

Structure (XYZ):
```
63
Properties=species:S:1:pos:R:3:forces:R:3:nbo_charge:R:1
C -6.68034 -0.58041 -2.93830 -0.06 -0.08 0.41 -0.6381
C -7.39439 -0.59763 -1.58947 -0.12 0.22 -0.41 -0.0627
O -6.75463 -1.43190 -0.64497 0.19 -0.15 0.22 -0.4920
C -5.62159 -1.01290 -0.02190 0.15 -0.09 0.16 0.3092
C -5.03299 -1.94507 0.83696 -0.14 0.04 -0.16 -0.2593
C -3.89201 -1.62934 1.53998 0.07 0.14 -0.05 -0.1497
C -3.28901 -0.38379 1.38678 -0.28 0.09 0.04 -0.1707
C -3.88301 0.54797 0.54614 0.15 -0.23 0.21 -0.1775
C -5.03787 0.24381 -0.15292 -0.31 0.02 -0.20 -0.2703
H -5.47181 0.99993 -0.78806 -0.07 0.03 -0.08 0.2110
H -3.44863 1.53134 0.44128 0.07 0.10 -0.04 0.2149
C -2.09757 -0.03987 2.22010 -0.14 -0.02 0.00 0.6656
O -2.14278 -0.10179 3.43765 -0.07 -0.16 0.20 -0.6222
N -0.97996 0.36242 1.56699 0.20 0.06 0.07 -0.4334
C -0.82104 0.30567 0.12668 -0.12 0.12 -0.45 -0.2708
C 0.52764 -0.21945 -0.27636 -0.12 -0.52 0.20 -0.0275
C 1.03918 -1.37513 0.19919 -0.36 0.47 -0.28 -0.1610
C 2.35877 -1.80773 -0.13799 0.55 0.05 -0.24 -0.1190
C 2.92626 -2.97684 0.36569 0.28 0.00 -0.12 -0.2081
C 4.22266 -3.34205 0.03347 -0.20 0.18 -0.03 0.2779
C 4.96846 -2.51914 -0.81763 0.02 -0.24 0.14 -0.2743
C 4.41895 -1.36057 -1.32546 -0.20 0.09 0.04 -0.2360
C 3.11701 -0.99042 -0.99963 0.10 -0.58 0.33 0.2334
N 2.54596 0.14857 -1.50315 0.07 0.26 -0.32 -0.5832
C 1.28858 0.61379 -1.20945 0.27 -0.02 -0.26 0.6248
O 0.87748 1.64179 -1.72094 -0.14 0.11 -0.08 -0.6317
H 3.09877 0.73460 -2.11744 -0.19 -0.01 0.10 0.4137
H 5.00257 -0.73237 -1.98224 0.08 0.06 -0.08 0.2118
H 5.97950 -2.77769 -1.08815 0.09 -0.04 -0.01 0.2230
O 4.67536 -4.50316 0.58027 -0.23 0.01 0.09 -0.4915
C 5.98301 -4.92866 0.28169 0.16 -0.06 -0.04 -0.2522
H 6.11360 -5.10873 -0.79030 0.00 0.02 0.03 0.1750
H 6.11620 -5.86503 0.82097 0.05 0.06 -0.06 0.2030
H 6.73058 -4.20616 0.62473 -0.02 -0.02 -0.03 0.1751
H 2.35990 -3.61383 1.02626 -0.09 -0.09 0.10 0.2248
H 0.45741 -1.98936 0.87295 -0.11 -0.03 0.13 0.2188
H -0.92655 1.30236 -0.32010 -0.05 -0.24 0.02 0.2330
H -1.60611 -0.33902 -0.27943 0.17 0.16 0.01 0.2398
C 0.15754 0.76551 2.38874 -0.06 0.07 0.40 -0.2342
C 1.04699 1.75572 1.69856 -0.04 0.12 0.04 -0.0970
C 2.40044 1.49186 1.51832 -0.02 0.20 0.06 -0.1865
C 3.20691 2.37446 0.83353 0.07 0.21 -0.07 -0.2663
C 2.67475 3.54681 0.29669 -0.01 -0.16 0.13 0.3152
C 1.33150 3.83695 0.50743 0.16 0.28 -0.11 -0.3054
C 0.53669 2.94864 1.20751 0.14 -0.17 0.12 -0.1213
H -0.50610 3.18398 1.36453 -0.15 0.02 -0.02 0.2045
H 0.89091 4.74201 0.12184 -0.01 0.09 -0.07 0.2195
O 3.54334 4.32729 -0.40348 0.07 -0.26 0.15 -0.4961
C 3.03671 5.46753 -1.05525 -0.08 0.17 -0.10 -0.2527
H 2.24038 5.20190 -1.75719 0.02 0.02 0.03 0.1832
H 2.66265 6.20728 -0.33988 0.00 -0.03 -0.03 0.1742
H 3.87690 5.89245 -1.60266 -0.09 0.01 0.03 0.1980
H 4.25525 2.16804 0.68255 0.13 -0.03 -0.02 0.2221
H 2.82421 0.57580 1.90589 0.03 -0.12 0.01 0.2154
H 0.74052 -0.11801 2.67745 -0.04 0.11 0.05 0.1962
H -0.26698 1.19053 3.30523 0.15 -0.15 -0.13 0.2492
H -3.45359 -2.34752 2.21620 0.02 -0.07 0.09 0.2243
H -5.50351 -2.90996 0.94097 -0.05 -0.12 0.01 0.2257
H -8.39032 -1.03499 -1.70414 0.11 0.14 0.05 0.1942
H -7.50951 0.41919 -1.19439 -0.03 -0.12 0.02 0.1703
H -5.67642 -0.17389 -2.84314 0.07 0.05 -0.05 0.2127
H -7.24232 0.02712 -3.64234 -0.04 0.07 -0.10 0.2153
H -6.60448 -1.59290 -3.32687 0.00 -0.07 -0.06 0.2158
```
Forces are in eV/Å.


(3)
C28H28N2SiSm | ωB97M-V with the def2-TZVPD basis set

## Properties
Frontier orbital gap (alpha / beta), eV: 6.8 / 6.8
LUMO energy (alpha / beta), eV: -4.046 / -4.030
Multiplicity: 6
Energy above the lowest of the compared OMol25 structures with the same formula, charge and spin, eV: 0.000
Expectation value of S²: 8.770
Total energy, hartree: -2140.47625
HOMO (alpha / beta), eV: -10.824 / -10.815
Total charge: +1

Structure (XYZ):
```
60
Properties=species:S:1:pos:R:3:forces:R:3:nbo_charge:R:1
C 0.66138 1.09388 0.12396 -0.43 0.32 0.24 -0.3438
C -0.22924 1.53764 -0.89579 -0.14 -0.08 0.68 -0.3167
C -1.45027 1.93156 -0.27611 0.34 0.03 0.65 -0.3731
H -0.01174 1.59287 -1.96150 -0.09 0.00 0.31 0.2496
C -1.31094 1.72778 1.14788 0.28 0.17 -0.66 -0.3958
C -0.00700 1.21010 1.38592 0.14 0.24 -0.48 -0.3492
H 0.41908 0.95793 2.35754 -0.13 0.14 -0.29 0.2371
H 1.70992 0.82627 -0.03041 -0.47 -0.07 0.11 0.2368
H -2.29265 2.41681 -0.77378 0.26 -0.33 0.18 0.2503
H -2.06022 1.95575 1.90762 0.25 0.04 -0.24 0.2418
Sm -1.48215 -0.70227 0.20110 1.99 1.65 -2.06 1.8535
C -3.09550 -1.94422 -0.71486 -1.15 -1.03 -1.25 -1.3271
H -3.42768 -2.75834 -0.05201 -0.13 0.11 -0.16 0.2376
H -2.46433 -2.44594 -1.49476 -0.28 0.09 0.22 0.2208
H -3.95991 -1.53755 -1.25938 0.02 -0.26 0.12 0.2486
Si 0.48151 -1.57674 -3.93717 -0.41 1.31 0.73 1.2097
C 2.17707 -1.12798 -4.49168 0.30 -0.38 0.08 -0.4876
C 2.88466 -0.01694 -4.03292 0.11 -0.31 -0.38 -0.1901
H 2.42789 0.55257 -3.22444 0.33 0.38 -0.29 0.2075
C 4.14053 0.25941 -4.57578 -0.03 -0.09 0.27 -0.2068
H 4.66720 1.14033 -4.21339 0.10 -0.23 -0.20 0.2228
C 4.72125 -0.61124 -5.51647 -0.42 -0.05 0.12 -0.1924
H 5.72374 -0.44627 -5.89443 -0.10 0.23 0.05 0.2249
C 4.03471 -1.75089 -5.94068 -0.02 -0.02 0.39 -0.1953
H 4.49226 -2.47897 -6.61960 -0.15 0.43 0.23 0.2254
C 2.77065 -1.99740 -5.40537 0.17 -0.01 -0.01 -0.1974
H 2.23047 -2.91190 -5.61151 0.12 -0.07 -0.47 0.2140
C -0.75084 -0.28167 -4.46359 -1.31 -0.21 -0.42 -0.4578
C -0.56736 0.37357 -5.69710 0.14 0.78 0.87 -0.1826
H 0.04344 -0.09086 -6.46586 0.38 0.39 0.18 0.2223
C -1.11607 1.64785 -5.87854 -0.53 0.15 0.14 -0.2069
H -0.79358 2.26916 -6.70867 -0.21 -0.24 -0.10 0.2258
C -2.04794 2.17033 -4.96213 0.09 -0.51 0.44 -0.2067
H -2.47125 3.17776 -5.03972 0.34 -0.41 -0.21 0.2269
C -2.48425 1.34890 -3.91215 -0.08 -0.64 -0.05 -0.2144
H -3.27612 1.64637 -3.21164 0.25 0.05 -0.54 0.2138
C -1.88682 0.09121 -3.70782 0.68 0.69 0.24 -0.2127
H -2.27986 -0.58082 -2.92152 0.43 0.55 -0.23 0.2052
H 0.43305 -1.67609 -2.42621 -0.20 0.03 -0.28 -0.2415
H 0.05208 -2.76643 -4.53491 -0.18 -1.77 -0.49 -0.1713
C -3.25055 -1.45102 4.05798 0.08 0.16 -0.45 -0.2189
C -2.31979 -2.20308 4.78376 -0.04 -0.02 -0.17 -0.1184
C -1.16009 -2.70912 4.18529 0.21 -0.01 -0.40 -0.1998
C -0.94712 -2.46516 2.82930 -1.60 1.01 -0.06 0.2020
N -1.86173 -1.70531 2.16428 -0.01 -0.63 1.72 -0.5559
C -2.96836 -1.17574 2.71980 1.01 -1.23 0.59 0.0794
C 0.22181 -2.88438 2.02085 1.15 -0.25 -0.81 0.1732
C 1.15281 -3.80560 2.52560 -0.34 0.62 -0.37 -0.2059
C 2.31306 -4.06464 1.78946 -0.42 0.11 -0.24 -0.1239
C 2.50842 -3.43189 0.55611 -0.33 0.29 0.39 -0.2289
C 1.54301 -2.52398 0.10368 -0.61 -0.27 0.62 0.0855
N 0.39570 -2.28393 0.79329 0.79 -0.50 0.93 -0.5150
H -4.17486 -1.07350 4.48341 0.25 -0.10 0.18 0.2507
H -2.50562 -2.40087 5.83473 0.04 0.02 -0.12 0.2468
H -0.39727 -3.26770 4.72778 -0.49 0.19 0.16 0.2376
H -3.60524 -0.59026 2.04293 0.05 -0.17 0.43 0.2290
H 0.93928 -4.27217 3.48913 0.35 0.03 -0.39 0.2327
H 3.04529 -4.76038 2.18380 -0.02 0.06 -0.12 0.2429
H 3.40557 -3.60274 -0.03410 -0.20 0.03 0.15 0.2489
H 1.67680 -1.96266 -0.83296 -0.13 -0.41 0.53 0.2330
```
Forces are in eV/Å.